59
Properties=species:S:1:pos:R:3:forces:R:3:mulliken_charge:R:1 method="wB97M-V/def2-TZVPD" homo_ev=-2.1836 lumo_energy_ev=2.46 charge=-2 max_force_ha_per_bohr=0.0934 e_tot_ev=-45060.756
N -0.526861 0.023444 0.639916 0.40 -0.89 -0.84 -0.50
H -0.628831 0.992324 0.906306 -0.34 0.04 0.75 0.36
H -0.022271 0.046744 -0.234694 0.40 -0.31 -0.96 0.35
H -1.362411 -0.519146 0.473886 -1.14 0.23 -0.48 0.38
H -0.016521 -0.614316 1.233976 0.79 0.31 0.80 0.37
B -2.794831 -3.373396 -2.199164 0.06 0.07 -0.06 -0.12
H -2.868231 -2.833296 -3.130374 -0.64 2.22 -3.82 -0.17
H -3.405211 -2.900486 -1.445484 -2.68 2.10 3.39 -0.26
H -3.081651 -4.404616 -2.335324 -1.27 -4.15 -0.46 -0.19
H -1.741861 -3.331486 -1.967304 4.22 0.15 1.32 -0.21
B 2.082269 -0.970506 -4.291704 -0.13 0.02 -0.15 -0.19
H 2.507169 -1.945456 -4.473834 1.93 -3.87 -0.63 -0.17
H 2.496609 -0.265166 -4.995314 1.66 3.08 -2.96 -0.18
H 1.018989 -1.097976 -4.423694 -4.36 -0.20 -0.55 -0.18
H 2.302799 -0.660186 -3.282094 0.95 1.38 4.38 -0.25
C 3.649339 -7.026996 2.086226 1.58 1.67 -1.60 0.55
F 4.050589 -6.550946 3.339086 -1.02 -1.41 -1.52 -0.23
F 4.706729 -7.785506 1.583296 -1.51 0.58 1.14 -0.24
F 2.548619 -7.776036 2.096446 0.78 0.09 1.03 -0.20
S 3.384179 -5.517506 0.868676 -1.90 1.52 -3.74 1.07
O 2.721399 -4.463556 1.651106 0.74 -1.18 0.60 -0.67
O 4.706829 -5.134426 0.355226 -0.64 -0.99 1.40 -0.65
O 2.475979 -5.983126 -0.246044 2.05 -0.25 2.97 -0.64
C 1.838989 6.060974 -0.262624 1.03 -0.74 -0.74 -1.20
C 0.416879 5.654344 -0.332134 -1.75 -0.41 0.65 0.59
C 0.023209 4.940034 -1.635124 0.07 0.42 -0.21 -1.35
O 0.065589 4.832624 0.807936 -0.29 -1.31 -0.57 -0.56
H 2.444539 5.176744 -0.461484 0.01 -0.30 -0.10 0.35
H 2.208989 6.365104 0.716516 -0.36 0.74 -0.13 0.35
H 2.054889 6.703604 -1.116144 0.22 0.56 0.45 0.33
H -0.316241 6.459984 -0.292284 0.43 0.75 0.05 0.12
H -1.057881 4.841344 -1.733044 -0.01 -0.61 0.53 0.33
H 0.566969 4.027814 -1.880654 -0.15 -0.16 0.38 0.38
H 0.196679 5.599744 -2.485294 0.52 0.34 0.08 0.37
H 0.252499 5.186194 1.680666 0.29 0.61 -0.38 0.29
C -8.951391 -0.814596 -2.903124 -0.76 -0.17 -0.56 -1.13
C -8.006461 0.215834 -3.429974 -1.23 2.25 -0.84 0.38
C -8.760591 1.588254 -3.654094 0.01 -0.82 1.76 -1.32
O -7.034601 0.398674 -2.455894 0.96 0.53 0.39 -0.56
H -8.458051 -1.767116 -2.709684 -0.17 -0.11 -0.24 0.37
H -9.797871 -0.885956 -3.586124 -0.07 -0.60 -0.09 0.32
H -9.364121 -0.452146 -1.961654 0.16 0.06 0.11 0.31
H -7.541971 0.087664 -4.407684 0.05 -1.06 -0.09 0.27
H -8.049791 2.410874 -3.732564 -0.09 -0.10 -0.55 0.32
H -9.314771 1.779524 -2.735184 0.09 0.15 0.44 0.31
H -9.582071 1.573774 -4.370384 0.60 -0.13 -0.64 0.38
H -6.530781 -0.418286 -2.473974 0.53 -0.05 0.34 0.34
C 6.235929 -0.637846 6.265636 0.19 -0.25 -1.09 -1.19
C 5.547539 0.521084 5.523516 0.73 -0.32 -0.50 0.49
C 6.233649 1.035264 4.192006 0.39 -0.71 0.53 -1.29
O 4.181689 0.209014 5.400746 -0.50 0.46 -0.16 -0.56
H 7.316729 -0.546006 6.158286 0.13 0.19 0.77 0.34
H 6.046909 -1.608476 5.807116 -0.29 0.03 -0.54 0.34
H 5.827339 -0.779936 7.266126 0.46 0.52 0.19 0.31
H 5.624429 1.384474 6.184376 -0.45 0.07 0.09 0.21
H 6.800669 0.356584 3.554836 -0.17 -0.93 0.44 0.33
H 7.018969 1.709424 4.533876 -0.23 0.56 -0.27 0.34
H 5.559239 1.467104 3.452556 -0.28 0.53 0.63 0.35
H 4.101439 -0.584096 4.865826 -0.01 -0.18 -0.11 0.34

***

15
Properties=species:S:1:pos:R:3:forces:R:3:mulliken_charge:R:1 method="wB97M-V/def2-TZVPD" homo_ev=-8.7874 lumo_energy_ev=-0.05 max_force_ha_per_bohr=0.0304 e_tot_ev=-13364.122
N -0.324186 -1.069256 0.018250 0.58 0.59 0.25 0.08
C -0.536355 0.252816 0.933434 -0.15 0.41 -1.31 0.72
C 0.252285 -0.179813 -1.252662 -1.34 -0.53 -0.61 0.58
C 0.664998 0.949452 -0.533566 0.23 -0.03 1.26 -0.06
N -1.482965 -1.843253 -0.268286 0.22 0.34 0.12 -0.78
C 1.790308 1.643568 -0.497222 -0.05 -0.14 -0.04 -0.71
O 0.322129 0.187628 1.997826 0.09 -0.31 -0.18 -0.47
O -1.671596 0.669627 0.997555 0.03 -0.12 0.06 -0.66
O -0.159301 -0.467633 -2.337930 0.48 -0.11 0.79 -0.52
H -0.024616 0.799882 2.664109 -0.09 -0.13 -0.13 0.36
H 0.381156 -1.634674 0.488625 0.04 -0.15 -0.27 0.36
H -2.269669 -1.245650 -0.006209 0.04 0.08 0.06 0.29
H -1.508410 -1.927554 -1.287699 0.06 0.07 0.08 0.29
H 1.927451 2.442510 0.225525 -0.05 -0.01 -0.07 0.26
H 2.638772 1.422350 -1.141751 -0.07 0.05 -0.01 0.26

***

18
Properties=species:S:1:pos:R:3:forces:R:3:mulliken_charge:R:1 method="wB97M-V/def2-TZVPD" homo_ev=-9.2401 lumo_energy_ev=0.88 max_force_ha_per_bohr=0.1145 e_tot_ev=-10471.378
C 0.956977 -0.713567 -1.385544 3.17 -1.39 -3.83 -1.46
C -0.207187 -0.355821 -0.425731 -0.30 -3.02 -3.23 1.71
C -1.301487 -1.111314 -1.045526 -4.27 -2.32 -1.81 -1.61
C 0.690905 0.522986 1.189812 -3.81 -2.96 3.38 0.26
C 0.487100 1.570805 2.143050 -2.17 -0.65 1.70 -0.78
C -0.509903 1.332065 0.936329 -0.75 -1.05 0.13 -0.20
H 1.872002 -0.074630 -1.484932 -1.06 0.24 0.54 0.33
H 1.500326 -1.709650 -1.112493 -1.59 1.49 -0.10 0.34
H 0.721499 -0.905798 -2.678784 0.16 0.76 4.15 0.24
H -2.422596 -0.893995 -0.703431 2.59 -0.47 -0.10 0.26
H -1.148028 -2.225924 -1.175266 -0.03 1.09 0.90 0.35
H -1.330012 -0.855243 -2.129901 -0.10 0.36 0.86 0.38
H 1.368387 0.959371 0.618006 3.63 0.25 -3.34 0.22
H -0.098368 1.500332 3.042642 -0.65 -0.33 0.03 0.27
H 1.340221 2.055117 2.441265 1.99 2.18 -0.37 0.33
H -1.353490 0.751153 1.351545 0.39 1.18 0.82 0.19
O 0.127835 -0.797372 0.862304 1.89 1.58 0.66 -0.46
O -0.694180 0.951484 -0.443344 0.90 3.06 -0.38 -0.38

***

8
Properties=species:S:1:pos:R:3:forces:R:3:mulliken_charge:R:1 method="wB97M-V/def2-TZVPD" homo_ev=-8.6995 lumo_energy_ev=0.16 max_force_ha_per_bohr=0.1715 e_tot_ev=-30472.945
S -2.622383 -0.828608 -0.149829 3.54 0.34 1.05 -0.30
C -0.908480 -0.411102 0.205176 -5.51 -1.21 -0.91 0.22
N -0.484171 0.820148 0.258672 -2.62 7.24 -4.31 0.03
N 0.807804 0.973252 -0.176097 2.43 -3.47 2.34 -0.49
C 1.243813 -0.257675 0.049548 -0.94 1.93 -1.45 0.48
Cl 2.839631 -0.801289 -0.091154 -0.76 -0.11 0.12 -0.09
O 0.169959 -1.136986 0.252122 2.77 -1.58 0.26 -0.23
H -1.046173 1.642259 -0.348438 1.08 -3.14 2.90 0.38